A molecular structure, C36H40P2Re in a non-equilibrium geometry. Source: the OMol25 dataset; level of theory: ωB97M-V/def2-TZVPD.

```
79
Properties=species:S:1:pos:R:3:forces:R:3
Re -0.036917 0.045788 4.042686 1.929 0.283 0.291
C -1.593213 -0.236518 5.485999 -3.363 -0.220 0.718
C -2.103084 -0.488265 4.184911 -0.861 -0.109 1.822
C -2.922695 0.533166 3.420401 -0.552 -0.330 -0.341
C -2.174803 1.800615 2.965564 -0.161 0.509 -0.906
C -0.701044 1.856643 3.303042 -0.229 0.982 0.565
C -0.307087 2.076623 4.675342 -0.557 0.889 -0.920
C -1.350535 2.284978 5.777267 0.357 0.498 0.331
C -2.039719 1.000067 6.267681 0.491 -0.391 0.575
C 1.476331 -0.893566 3.045656 1.089 -0.249 -0.761
H -1.338604 -1.104076 6.102637 0.115 0.116 -0.300
H -2.311069 -1.529111 3.958652 0.306 0.031 -0.103
H -3.820542 0.804846 4.002675 0.393 -0.124 0.006
H -3.307410 0.032724 2.524917 0.081 0.014 0.185
H -2.260372 1.894666 1.874006 -0.080 -0.107 0.283
H -2.682703 2.685972 3.367530 0.209 -0.092 0.005
H -0.028802 2.247890 2.538479 -0.140 -0.010 -0.027
H 0.614625 2.647788 4.821895 -0.170 -0.416 -0.044
H -2.100853 3.020072 5.453091 0.202 -0.184 -0.135
H -0.860463 2.752821 6.645730 -0.041 -0.156 -0.418
H -1.782788 0.847398 7.330736 -0.008 -0.018 -0.487
H -3.139273 1.098167 6.266665 0.381 -0.173 -0.341
H 1.956236 -1.542509 3.795579 0.000 0.099 -0.298
H 2.184656 -0.108509 2.729654 0.074 -0.268 0.127
H 1.193643 -1.499059 2.185619 0.253 0.101 0.033
P -0.098547 -1.727672 -2.382463 -1.309 -0.715 -0.768
P 1.487742 0.562192 -2.534438 0.359 1.483 -1.748
C -1.027240 -0.277684 -2.926054 1.452 2.121 0.193
C -0.222825 0.833590 -3.056716 -1.547 -2.015 0.354
C -0.640704 -3.005491 -3.617442 0.711 -0.561 0.003
C -1.726392 -2.824211 -4.483370 -0.064 0.243 -0.047
C -2.112224 -3.824267 -5.384408 0.249 -0.007 0.310
C -1.411846 -5.033230 -5.437344 0.093 0.556 0.395
C -0.298101 -5.209256 -4.605186 -0.102 -0.007 0.011
C 0.091872 -4.214415 -3.706684 -0.323 0.373 -0.092
C -0.958695 -2.169601 -0.836750 0.232 0.175 0.422
C -0.559745 -1.485614 0.328504 -0.120 -0.374 -0.411
C -1.179908 -1.783125 1.528239 0.018 0.415 0.308
C -2.221947 -2.700507 1.594115 -0.191 -0.168 -0.083
C -2.626079 -3.374245 0.431683 0.181 0.315 0.381
C -1.994302 -3.109579 -0.785685 0.108 0.023 0.364
C 2.314767 0.964741 -4.174036 0.218 -0.280 -0.010
C 2.152351 0.112480 -5.284590 0.071 0.066 0.137
C 2.718284 0.439059 -6.522484 -0.123 -0.094 0.195
C 3.453288 1.614716 -6.681435 -0.117 0.219 0.474
C 3.602785 2.479786 -5.588968 -0.253 -0.472 -0.067
C 3.044564 2.148565 -4.348319 0.176 0.193 0.015
C 1.856518 2.033514 -1.495469 0.456 -0.173 0.500
C 3.102581 2.099743 -0.830451 -0.259 0.012 -0.008
C 3.409546 3.187984 -0.012537 -0.177 0.175 0.002
C 2.484215 4.230177 0.151904 -0.087 -0.317 -0.218
C 1.263146 4.177913 -0.527208 0.055 -0.054 0.005
C 0.944519 3.085673 -1.337757 0.104 -0.133 0.080
H -2.113494 -0.331235 -3.038707 0.372 0.255 -0.305
H -0.504884 1.806842 -3.459936 -0.228 -0.285 0.124
H -2.279205 -1.884096 -4.465734 0.072 -0.351 -0.104
H -2.963822 -3.645698 -6.036105 0.152 -0.069 0.121
H -1.734030 -5.818136 -6.116782 0.157 0.142 0.107
H 0.266182 -6.139361 -4.665896 -0.094 0.260 0.079
H 0.971088 -4.354616 -3.079399 -0.168 -0.083 -0.116
H 0.234605 -0.739233 0.288108 -0.089 -0.199 -0.025
H -0.803331 -1.288261 2.457837 -0.650 -0.666 -1.098
H -2.723096 -2.886095 2.555014 0.215 -0.116 -0.595
H -3.425959 -4.107147 0.495289 0.123 0.144 -0.105
H -2.310913 -3.633011 -1.682904 0.100 0.044 0.111
H 1.574478 -0.807357 -5.182204 0.154 0.141 -0.076
H 2.586670 -0.229404 -7.374711 -0.006 0.148 0.310
H 3.893228 1.871574 -7.647323 -0.150 -0.129 0.328
H 4.150483 3.410982 -5.707804 -0.098 -0.165 0.095
H 3.169168 2.840960 -3.517920 0.025 -0.150 -0.174
H 3.837581 1.300882 -0.954258 -0.226 0.192 0.025
H 4.372339 3.239568 0.502247 -0.319 -0.090 -0.226
H 2.710195 5.078035 0.803227 -0.021 -0.290 -0.276
H 0.545867 4.994440 -0.437815 0.216 -0.206 0.012
H -0.010362 3.058224 -1.857266 0.174 0.123 0.213
C 1.119397 0.201013 5.732458 0.647 0.197 0.746
H 1.886221 -0.575997 5.649286 0.001 0.048 0.225
H 0.544846 -0.008018 6.634816 0.072 -0.002 0.109
H 1.595642 1.185337 5.865411 0.037 -0.566 -0.064
```
Forces are in eV/Å.

As for the spin multiplicity: 4. The charge is +2. As for the energy: -58667.26794 eV. The value obtained for the LUMO energy (alpha / beta) is -6.093 / -8.048 eV. The HOMO energy (alpha / beta) is -13.2 / -13.7 eV. As for the HOMO-LUMO gap (alpha / beta): 7.09 / 5.69 eV. Its expectation value of S² is 3.769.